Formula: C8H15CeO5
Source: OMol25
Level of theory: ωB97M-V/def2-TZVPD

Summary:
Total energy (eV): -31667.2277
Orbital gap (alpha / beta) (eV): 6.734 / 6.635
Net charge: +3
LUMO (alpha / beta) (eV): -12.290 / -12.351
Highest occupied orbital energy (alpha / beta) (eV): -19.025 / -18.986
Expectation value of S²: 2.01
2S+1: 3

Each line ends with the Mulliken spin population.
Geometry (Å):
C1 -3.217 -1.400 -1.163  0.0015
O1 -3.271 -0.528 -0.288  -0.0018
C2 -2.907 -0.804 1.109  0.0077
C3 -2.261 0.428 1.683  -0.0076
O2 -0.988 0.686 1.078  -0.0324
C4 -0.881 1.889 0.306  -0.0079
C5 0.015 1.707 -0.901  0.0009
O3 0.371 2.651 -1.541  0.0036
H1 -2.872 -2.417 -0.932  0.0008
H2 -3.489 -1.092 -2.178  -0.0011
H3 -2.246 -1.679 1.123  0.0073
H4 -3.850 -1.013 1.625  0.0002
H5 -2.910 1.305 1.576  -0.0002
H6 -2.114 0.252 2.756  0.0018
H7 -0.494 2.694 0.946  0.0011
H8 -1.873 2.172 -0.072  -0.0002
O4 2.720 1.047 1.114  -0.0134
C6 3.574 0.685 0.077  -0.0009
C7 3.487 -0.809 -0.228  0.0441
O5 2.099 -1.218 -0.183  -0.0049
C8 1.366 -1.147 -1.373  0.9158
Ce1 1.205 -0.225 1.786  1.0405
H9 4.635 0.921 0.277  0.0000
H10 3.284 1.234 -0.842  -0.0044
H11 3.979 -1.389 0.565  -0.0018
H12 3.906 -1.079 -1.207  0.0112
H13 1.442 -2.207 -1.656  -0.0170
H14 0.575 -1.047 -2.119  0.0077
H15 0.714 0.383 -1.337  0.0493